1.
Computed, not measured: a cluster of 4 separate species, C28H59Cl2F9N14O5P3S3 in total at a distorted geometry, with ωB97M-V with the def2-TZVPD basis set.

Structure (ORCA input):
```
! wB97M-V def2-TZVPD RIJCOSX def2/J DEFGRID3
* xyz 1 1
C -2.52447 -3.44241 3.76889
C -2.83386 -3.77219 2.18910
Cl -1.42334 -3.71047 0.93518
C -4.20602 -4.12483 1.72257
Cl -5.54500 -4.13053 3.05358
C -4.63325 -4.51842 0.18350
N -3.82872 -5.32237 -0.83486
C -4.55280 -5.53333 -2.15134
N -4.17379 -6.22390 -3.29161
N -4.97786 -6.35104 -4.41334
C -5.15291 -5.11167 -5.04224
S -5.99559 -3.67658 -5.52967
S -2.57322 -6.99896 -3.19531
O -2.33326 -7.92323 -4.41319
O -2.67174 -7.95008 -1.94001
C -1.20075 -5.77502 -2.84050
F -1.69356 -4.39399 -3.16047
F -0.88608 -5.90355 -1.36997
C 0.20880 -6.05989 -3.62818
F 1.29389 -5.47182 -2.75666
F 0.55751 -7.49930 -3.77684
C 0.34079 -5.23259 -5.07250
F -0.89747 -5.44340 -5.90737
F 0.63050 -3.78008 -4.87782
C 1.60222 -5.81573 -5.99834
F 1.90205 -4.71685 -6.97932
F 1.23796 -7.07932 -6.70318
F 2.84730 -6.03015 -5.22550
N -5.83890 -4.77296 -1.88226
N -5.88903 -4.19820 -0.60341
S -7.20632 -3.24722 0.04309
H -1.35739 -3.29442 3.96055
H -3.04065 -2.45556 4.16444
H -2.83792 -4.33673 4.49355
H -6.61550 -4.65805 -2.57520
H -6.92871 -1.89092 -0.19445
O -0.82763 -0.33969 0.22967
P -0.03195 0.68845 -0.61121
N 1.44642 -0.11489 -0.32159
C 2.75357 0.46789 -0.06595
C 1.62563 -1.30191 -1.16256
N -0.31910 1.92562 0.55703
C 0.40165 1.94159 1.82788
C -1.74926 2.11427 0.85422
N 0.88280 1.87044 -1.57792
C 1.27875 3.20990 -1.15085
C 0.25949 1.97414 -2.90338
H 3.21846 0.87224 -0.97147
H 3.43748 -0.28641 0.34296
H 2.73007 1.25250 0.68518
H 1.91836 -1.01973 -2.17949
H 0.69900 -1.88140 -1.22886
H 2.38421 -1.97718 -0.75136
H 0.44812 0.95200 2.28922
H -0.05749 2.62720 2.54804
H 1.40977 2.32794 1.70199
H -2.12172 1.36523 1.56625
H -2.34731 2.04108 -0.05784
H -1.93006 3.11001 1.27827
H 0.42115 3.86187 -0.95437
H 1.88667 3.69404 -1.92291
H 1.92145 3.18495 -0.26829
H -0.70327 2.49272 -2.84282
H 0.08294 0.97581 -3.31705
H 0.90776 2.50205 -3.61596
O -1.80298 6.37969 -0.06335
P -1.90877 7.87672 -0.44409
N -3.43785 7.65527 -1.17053
C -3.95335 8.26070 -2.38763
C -4.52830 7.57895 -0.19409
N -0.63258 7.71521 -1.59433
C -0.85626 7.05326 -2.87753
C 0.59780 7.15275 -1.01203
N -2.03040 9.59777 -0.88180
C -1.35431 10.25187 -1.99911
C -1.81266 10.40466 0.32552
H -4.23683 9.30946 -2.24857
H -4.84547 7.72496 -2.73548
H -3.25704 8.20277 -3.21959
H -4.79102 8.57533 0.17693
H -4.24424 6.96467 0.66663
H -5.42309 7.11490 -0.62365
H -1.42489 6.12614 -2.77083
H 0.08586 6.81382 -3.38211
H -1.36846 7.71173 -3.57430
H 0.54683 6.05882 -0.92548
H 0.77716 7.56320 -0.01492
H 1.47041 7.40772 -1.62647
H -0.26371 10.23530 -1.90167
H -1.65973 11.30149 -2.07019
H -1.63638 9.81628 -2.95999
H -0.76293 10.36815 0.63571
H -2.42462 10.02395 1.14986
H -2.10553 11.45210 0.17126
O 2.17493 -3.50834 4.76472
P 3.71454 -3.67218 4.76228
N 3.96302 -1.98744 4.64100
C 4.96237 -1.27804 3.85889
C 3.79828 -1.29231 5.92085
N 3.67232 -4.41897 3.20718
C 3.44354 -3.62884 1.99964
C 2.77280 -5.58399 3.15364
N 5.48454 -3.86055 4.75947
C 6.30388 -4.28083 3.62572
C 5.87260 -4.65779 5.92991
H 5.96196 -1.33403 4.30305
H 4.70171 -0.21555 3.77493
H 5.02519 -1.62686 2.83189
H 4.67986 -1.42911 6.55611
H 2.92897 -1.67298 6.46698
H 3.62876 -0.21922 5.77852
H 2.63165 -2.90812 2.12486
H 3.20211 -4.26122 1.13864
H 4.34656 -3.10505 1.69694
H 1.72282 -5.28523 3.03091
H 2.85139 -6.17637 4.06894
H 3.04112 -6.24418 2.31928
H 6.07963 -5.30107 3.29711
H 7.36685 -4.24881 3.88857
H 6.20842 -3.60026 2.77701
H 5.57664 -5.70482 5.80492
H 5.38322 -4.27083 6.82976
H 6.95476 -4.60962 6.11242
*
```

Lowest unoccupied orbital energy   -5.19 eV
Total energy   -170929.8667 eV
Kohn-Sham gap   4.142 eV

Atomic partial charges in e from the Löwdin method, atoms 1 to 6: -0.13 -0.50 0.59 -0.48 0.54 -0.07


2.
Computed, not measured: a cluster of 2 separate species, C4H12NO in total at a distorted geometry, with ωB97M-V with the def2-TZVPD basis set.

Structure (ORCA input):
```
! wB97M-V def2-TZVPD RIJCOSX def2/J DEFGRID3
* xyz 1 1
C -0.90042 1.51439 2.10052
C 0.06789 1.08328 0.97204
C -0.37628 -0.13370 0.22840
C -0.89940 -1.23124 0.76082
N -0.43334 -0.01581 -1.24326
H -1.96187 1.40171 1.88298
H -0.70050 2.55834 2.27293
H -0.66782 0.98951 3.02352
H 1.03765 0.92658 1.44282
H 0.20040 1.95483 0.32603
H -1.05568 -1.33188 1.81815
H -1.13106 -2.04383 0.10054
H -0.85568 0.88264 -1.42652
H 0.46127 0.04381 -1.75947
H -1.03022 -0.70041 -1.69685
H 2.50353 -1.49260 -2.84289
H 2.51976 -1.10559 -1.37092
O 1.96107 -1.08860 -2.15671
*
```

Lowest unoccupied orbital energy   -3.29 eV
Total energy   -7873.2152 eV
Kohn-Sham gap   11.224 eV

Atomic partial charges in e from the Löwdin method, atoms 1 to 6: -0.08 -0.19 -0.30 0.13 0.22 0.09


3.
Computed, not measured: the molecule C4H4N2S at a distorted geometry, with ωB97M-V with the def2-TZVPD basis set.

Structure (ORCA input):
```
! wB97M-V def2-TZVPD RIJCOSX def2/J DEFGRID3
* xyz 0 1
C 0.91245 0.00923 -1.94044
C 0.43757 0.18708 -0.72631
N -0.20046 0.25640 0.28892
C -0.96053 -0.20600 1.20272
C -2.37177 -0.14920 1.29527
N -3.18473 0.26099 0.37469
S -3.09047 0.81436 -1.12785
H 0.31368 0.27737 -2.70966
H 1.77859 -0.65679 -2.02414
H -0.25703 -0.69826 1.98272
H -2.71621 -0.58579 2.32592
*
```

Lowest unoccupied orbital energy (alpha / beta)   -1.30 / -1.30 eV
Total energy   -18023.3604 eV
Kohn-Sham gap (alpha / beta)   6.090 / 6.034 eV

Atomic partial charges in e from the Löwdin method, atoms 1 to 6: 0.05 -0.11 0.11 -0.12 -0.31 -0.55


Q: What is the formula in the second record?
A: C4H12NO


Q: Among the records above, which one has the highest total energy?
A: C4H12NO


Q: Among the records above, which one has the lowest total energy?
A: C28H59Cl2F9N14O5P3S3